Entry 1:
{"formula": "C3H7NO2S", "method": "ωB97M-V/def2-TZVPD", "symbols": ["C", "C", "C", "N", "O", "O", "S", "H", "H", "H", "H", "H", "H", "H"], "xyz": [[-1.6873, -0.6869, 0.5714], [-0.6909, 0.3623, -1.3901], [1.5726, 0.5149, 1.1098], [-0.5945, -0.3722, -0.1525], [-2.8154, -0.3490, 0.3290], [1.7184, -1.1563, -0.9023], [0.9548, -1.0352, 0.3211], [-1.4079, -1.3021, 1.4487], [-0.6823, 1.4387, -1.2061], [0.1630, 0.0854, -2.0090], [-1.6179, 0.0976, -1.8970], [2.5825, 0.3298, 1.4594], [0.9251, 0.7615, 1.9426], [1.5797, 1.3112, 0.3750]], "nbo_charge": [0.53, -0.45, -0.83, -0.64, -0.59, -0.95, 1.44, 0.11, 0.20, 0.24, 0.23, 0.24, 0.23, 0.24], "de_lowest_kcal_mol": 38.46, "energy_ha": -721.901353, "homo_energy_ev": -9.685, "gap_ev": 10.29, "charge": 0}

---

Entry 2:
{"formula": "C3H9O2S", "method": "ωB97M-V/def2-TZVPD", "symbols": ["C", "O", "C", "C", "S", "H", "H", "H", "H", "H", "H", "H", "H", "H", "O"], "xyz": [[-0.2106, -1.2569, 0.1963], [0.3532, -1.6171, -0.9314], [-0.0435, 0.3240, 0.5531], [-1.2803, 1.0383, 0.1445], [-1.1593, 2.8836, 0.6266], [0.0062, -1.7489, 1.1844], [-1.3607, -1.3752, 0.1563], [0.3164, 0.4959, 1.5737], [0.7967, 0.6608, -0.0660], [-2.1703, 0.7181, 0.6727], [-1.3958, 1.0177, -0.9348], [-2.2332, 3.2732, -0.0446], [3.3767, -0.9530, -1.0058], [2.0046, -1.6564, -1.0063], [2.9999, -1.8041, -1.1186]], "nbo_charge": [0.04, -0.91, -0.49, -0.42, -0.16, 0.08, 0.06, 0.18, 0.20, 0.19, 0.22, 0.10, 0.44, 0.51, -1.02], "de_lowest_kcal_mol": 16.70, "energy_ha": -668.367201, "homo_energy_ev": -3.397, "gap_ev": 6.50, "charge": -1}

---

Entry 3:
{"formula": "C25H19F10N3O5Ru", "method": "ωB97M-V/def2-TZVPD", "symbols": ["Ru", "O", "C", "O", "C", "C", "C", "C", "C", "O", "C", "C", "O", "O", "H", "H", "H", "H", "H", "H", "H", "H", "C", "N", "C", "C", "N", "C", "C", "F", "C", "F", "C", "F", "C", "F", "C", "F", "C", "C", "N", "C", "C", "F", "C", "F", "C", "F", "C", "F", "C", "F", "H", "H", "H", "H", "H", "H", "H", "H", "H", "H", "H"], "xyz": [[0.5306, 0.5106, -0.4743], [3.2351, 0.1642, 2.6167], [2.1708, -0.0045, 2.0399], [2.0624, 0.2886, 0.7724], [1.0466, -0.6741, 2.8360], [0.5274, -2.0109, 2.2580], [0.0514, -2.8835, 3.4288], [-1.2637, -2.1568, 3.8162], [-1.3088, -1.0456, 2.7549], [-0.7101, -1.6675, 1.6267], [-0.2964, 0.0622, 3.1070], [-0.6087, 1.3264, 2.3141], [-0.8606, 2.3539, 2.9275], [-0.6894, 1.2125, 1.0292], [1.5376, -0.8662, 3.7875], [1.1890, -2.4977, 1.5475], [-0.1398, -3.9014, 3.0874], [0.7795, -2.9234, 4.2384], [-2.1255, -2.8158, 3.7085], [-1.2586, -1.7628, 4.8325], [-2.2974, -0.6780, 2.4903], [-0.3687, 0.3351, 4.1583], [1.2935, 0.2651, -3.3356], [1.9344, 0.3863, -2.0146], [2.7768, -0.7850, -1.7509], [1.8763, -1.9626, -1.3328], [0.5583, -1.4493, -0.9447], [-0.4871, -2.3301, -1.0310], [-0.4329, -3.6777, -0.6608], [0.6996, -4.1881, -0.1353], [-1.5222, -4.5237, -0.7399], [-1.4107, -5.7982, -0.3373], [-2.7389, -4.0571, -1.1992], [-3.8010, -4.8737, -1.2701], [-2.8347, -2.7351, -1.5941], [-3.9903, -2.2712, -2.0848], [-1.7288, -1.9116, -1.5246], [-1.8487, -0.6602, -1.9895], [2.6827, 1.6548, -1.9156], [1.7186, 2.8374, -1.8558], [0.4895, 2.4171, -1.1856], [-0.4711, 3.3681, -0.9354], [-0.2587, 4.7248, -0.6656], [0.9880, 5.2355, -0.5771], [-1.2887, 5.6181, -0.4176], [-1.0019, 6.9021, -0.1553], [-2.5985, 5.1944, -0.4090], [-3.5999, 6.0506, -0.1568], [-2.8574, 3.8614, -0.6703], [-4.1253, 3.4291, -0.6983], [-1.8239, 2.9912, -0.9345], [-2.1477, 1.7337, -1.2546], [2.0580, 0.2686, -4.1204], [0.6083, 1.0982, -3.4777], [0.7288, -0.6643, -3.3704], [3.4410, -0.5219, -0.9324], [3.3776, -1.0196, -2.6370], [2.3846, -2.4890, -0.5180], [1.7698, -2.6836, -2.1531], [3.3842, 1.7407, -2.7548], [3.2426, 1.6011, -0.9826], [1.5064, 3.2321, -2.8611], [2.2468, 3.6264, -1.3189]], "lowdin_spin": [0.79, 0.01, 0.00, 0.01, 0.00, 0.00, 0.00, 0.00, 0.00, 0.00, 0.00, 0.00, 0.00, 0.02, 0.00, 0.00, 0.00, 0.00, 0.00, 0.00, 0.00, 0.00, 0.00, 0.00, 0.00, 0.01, 0.08, 0.01, 0.01, 0.00, 0.00, 0.00, 0.00, 0.00, 0.00, 0.00, 0.01, 0.00, 0.00, 0.00, 0.04, 0.01, 0.00, 0.00, 0.00, 0.00, 0.00, 0.00, 0.00, 0.00, 0.00, 0.00, 0.00, 0.00, 0.00, 0.00, 0.00, 0.00, 0.00, 0.00, 0.00, 0.00, 0.00], "de_lowest_kcal_mol": 0.00, "energy_ha": -2598.122122, "homo_energy_ev": [-4.745, -5.004], "gap_ev": [7.26, 7.52], "charge": -1, "multiplicity": 2}

---

Entry 4:
{"formula": "C5H11O2", "method": "ωB97M-V/def2-TZVPD", "symbols": ["C", "C", "O", "O", "H", "H", "H", "C", "C", "C", "H", "H", "H", "H", "H", "H", "H", "H"], "xyz": [[2.2095, -2.3735, 0.5802], [1.1285, -1.1580, 0.6390], [-0.0627, -1.4978, 0.5423], [1.7243, -0.0702, 0.7298], [2.3152, -2.8462, 1.5644], [3.1362, -1.8889, 0.3041], [1.9008, -3.1607, -0.1091], [-1.3031, 1.4733, -0.2630], [-2.3375, 0.5655, -0.9256], [-1.0708, 2.7846, -1.0116], [-1.4964, 1.6709, 0.7941], [-0.4027, 0.8591, -0.3547], [-3.3115, 0.6302, -0.4039], [-0.5946, 2.5253, -1.9615], [-1.9808, 3.3988, -1.1164], [-2.1471, -0.4808, -0.6339], [-2.5267, 0.5724, -1.9991], [-0.3506, 3.3502, -0.4312]], "nbo_charge": [-0.77, 0.80, -0.79, -0.79, 0.19, 0.20, 0.18, -0.42, -0.63, -0.60, 0.19, 0.26, 0.18, 0.20, 0.18, 0.25, 0.19, 0.20], "de_lowest_kcal_mol": 12.17, "energy_ha": -347.630272, "homo_energy_ev": -3.794, "gap_ev": 7.84, "charge": -1}

---

Entry 5:
{"formula": "C9H14", "method": "ωB97M-V/def2-TZVPD", "symbols": ["C", "C", "C", "C", "C", "C", "C", "H", "H", "H", "H", "H", "H", "H", "H", "C", "C", "H", "H", "H", "H", "H", "H"], "xyz": [[-0.9692, -1.3583, 2.0992], [-0.9361, -0.0324, 1.5227], [0.3110, 0.4194, 1.1998], [0.4998, 1.5300, 0.3869], [-0.5723, 2.4170, 0.1642], [-1.7736, 2.1935, 0.7778], [-1.9343, 0.9933, 1.3913], [-0.1422, -1.9045, 1.7357], [-1.9416, -1.8332, 1.9741], [-0.8778, -1.2249, 3.1945], [1.2167, -0.1541, 1.4949], [1.4806, 1.8554, 0.0220], [-0.4206, 3.3933, -0.3389], [-2.7027, 2.8127, 0.5791], [-2.9029, 0.6945, 1.6936], [0.9999, -0.6046, -2.4449], [1.9257, -1.8047, -1.9633], [0.1338, -0.8221, -1.8645], [1.4547, 0.3661, -2.3569], [0.8742, -0.6445, -3.6904], [1.9045, -1.8190, -0.8577], [1.4877, -2.7192, -2.3484], [2.8845, -1.7536, -2.3708]], "nbo_charge": [-0.63, -0.02, -0.20, -0.21, -0.22, -0.22, -0.21, 0.22, 0.22, 0.22, 0.20, 0.22, 0.21, 0.22, 0.20, -0.60, -0.60, 0.21, 0.21, 0.19, 0.20, 0.20, 0.20], "de_lowest_kcal_mol": 36.43, "energy_ha": -351.272133, "homo_energy_ev": -8.817, "gap_ev": 9.78, "smiles": "Cc1ccccc1.CC", "charge": 0}

---

Entry 6:
{"formula": "C4H6F2O", "method": "ωB97M-V/def2-TZVPD", "symbols": ["C", "C", "C", "C", "O", "F", "F", "H", "H", "H", "H", "H", "H"], "xyz": [[1.0957, -0.0666, 0.1317], [1.4831, 1.2555, 0.0767], [-1.3594, -1.3633, -0.2897], [-0.9217, -0.0172, 0.1749], [1.6131, -1.1499, 0.2220], [-1.1298, 0.4199, 1.4218], [-1.1128, 1.0990, -0.5688], [2.3537, 1.6312, 0.6709], [0.6718, 1.9032, 0.2304], [1.7178, 1.3551, -0.9836], [-2.0259, -1.7711, 0.3880], [-1.8974, -1.3214, -1.2215], [-0.4882, -1.9742, -0.2527]], "nbo_charge": [0.57, -0.77, -0.72, 0.64, -0.53, -0.34, -0.36, 0.25, 0.26, 0.27, 0.23, 0.24, 0.26], "de_lowest_kcal_mol": 45.25, "energy_ha": -430.911748, "homo_energy_ev": -8.510, "gap_ev": 9.42, "charge": 0}